85
Properties=species:S:1:pos:R:3:lowdin_charge:R:1 method="wB97M-V/def2-TZVPD" gap_ev="5.444 / 5.714" charge=-2 multiplicity=5
C 1.6916 -2.1962 -1.5527 -0.117
H 3.9339 -2.9289 2.9546 0.116
H 1.7089 -0.0803 -1.2442 0.096
H -6.1813 -0.3720 -0.0741 0.099
S -2.3995 3.3178 -0.4699 0.293
H -3.0973 -1.8671 1.2826 0.044
H 4.3578 -0.8469 4.2304 0.107
C -5.7355 -0.9445 -2.0928 -0.109
H 6.6743 -0.0770 4.2018 0.090
O 0.8185 4.3547 0.0409 -0.094
C 0.2985 4.6199 1.1275 -0.952
C -0.6644 1.8926 -4.0602 -0.088
C 2.9506 2.8914 2.2635 -0.334
H -2.1937 -3.4971 -3.2844 0.095
H 6.1322 1.4016 0.2293 0.096
H 0.2453 -0.8397 3.5501 0.085
C -3.5711 0.7687 -1.8888 -0.322
C 0.5114 -2.6232 4.6949 -0.093
C 2.1525 -1.7389 3.1428 -0.193
C -2.9107 -2.2366 0.2840 -0.126
C -4.8702 -0.7919 -3.1648 -0.105
S -1.8792 0.3064 1.8381 0.277
C 2.5933 -3.7696 4.3881 -0.109
H 3.8301 0.5713 0.2309 0.112
H 2.1709 -2.1330 -2.5232 0.094
C 2.9838 -2.8244 3.4628 -0.050
C 3.8999 -0.2141 2.2274 -0.172
Cl -0.4972 6.4383 3.0316 0.586
H 1.0573 -4.4192 5.7453 0.083
Cl 2.0429 6.5897 1.7114 0.591
C -1.6497 -2.1101 -1.7530 -0.099
H -0.4597 -2.5397 5.1681 0.099
C -3.6741 -3.2548 -0.2550 -0.106
C 6.0518 0.0654 3.3248 -0.110
C 1.4215 -1.0526 -0.8660 -0.086
H -4.2487 1.1607 0.1004 0.062
O -0.2209 3.8674 1.9541 -0.133
H -0.0920 -2.4943 1.8657 0.099
N 2.1576 2.1131 1.8651 0.147
C 0.7617 -1.0498 0.4591 -0.435
C 4.7508 -0.3828 3.3375 -0.044
C -1.2241 3.4078 -5.8337 -0.117
H -6.5748 -1.6236 -2.1689 0.091
H -3.3494 3.7637 -3.2184 0.087
Cl -0.3759 7.1018 0.2419 0.575
C -2.5377 3.3868 -3.8288 -0.106
C 1.3813 1.2383 1.1700 -0.283
H 0.4112 2.0278 -5.9063 0.092
C -2.4000 -3.1405 -2.2825 -0.099
C 0.3459 6.1332 1.5245 -1.531
C -3.7841 0.0560 -3.0644 -0.086
C -3.4235 -3.7085 -1.5393 -0.118
C -0.6363 0.8128 -1.2313 -0.560
C 0.4551 -2.4112 0.9384 -0.080
C 2.5522 -0.6942 2.2310 -0.092
C 0.7454 -3.5265 0.2164 -0.100
H -0.8662 -1.6366 -2.3265 0.096
C -2.2811 3.9023 -5.0849 -0.103
C 1.3715 -3.4560 -1.0338 -0.109
H -0.0428 1.1181 -3.6285 0.086
H -5.0379 -1.3466 -4.0806 0.095
C 0.8992 -1.6705 3.7789 -0.046
P -2.0506 1.7458 -1.6400 0.366
H -3.0991 0.1723 -3.8949 0.106
C 4.4479 0.4419 1.1067 -0.033
O 3.6910 3.6634 2.7431 0.093
H 1.5744 -4.3569 -1.5959 0.081
H -2.9003 4.6957 -5.4833 0.091
H -4.0321 -4.4980 -1.9660 0.088
H 7.5902 1.0658 2.2033 0.083
C 5.7469 0.8938 1.1038 -0.097
P -0.9458 -0.2193 0.1532 0.360
C -5.5164 -0.2432 -0.9172 -0.094
H 3.2532 -4.5993 4.6183 0.089
H -1.0264 3.8113 -6.8189 0.087
C 1.3596 -3.6753 5.0181 -0.119
C -4.4376 0.6114 -0.8135 -0.116
C -1.7317 2.3771 -3.3184 -0.351
C 1.5611 -0.1074 1.3668 -0.218
C 6.5688 0.7078 2.2080 -0.121
H -4.4744 -3.6951 0.3273 0.092
H 0.4765 -4.4973 0.6176 0.101
C -0.4165 2.4053 -5.3207 -0.100
Ru -0.2242 2.1512 0.4090 0.868
C -1.8944 -1.6597 -0.4632 -0.340